A structure of composition C39H50Cl2MnO3P4 in a non-equilibrium geometry, computed with ωB97M-V/def2-TZVPD.

The expectation value of S² is 3.93. As for the spin multiplicity: 4. The value obtained for the HOMO-LUMO gap (alpha / beta) is 6.22 / 4.22 eV. For the LUMO energy (alpha / beta), the calculation gives -5.454 / -7.458 eV. The molar mass is 816.57 g/mol. The charge is +2. The maximum force comes out at 7.8 eV/A.

Geometry (Å):
P  1.5469  1.1503  -5.5830
C  3.1377  1.5126  -5.0167
C  3.9859  0.8445  -5.9552
H  3.5393  0.0390  -6.5531
C  5.2726  1.3038  -6.1435
H  5.8710  0.8394  -6.9247
C  5.7526  2.3476  -5.3536
H  6.7605  2.7048  -5.5260
C  4.9624  2.9375  -4.3611
H  5.3732  3.7485  -3.7517
C  3.6435  2.5194  -4.1539
H  3.0013  2.9425  -3.3691
C  1.0681  -0.5325  -5.5654
C  1.7509  -1.6447  -5.0022
H  2.5589  -1.4808  -4.2736
C  1.3987  -2.9313  -5.4160
H  1.9491  -3.7990  -5.0298
C  0.3851  -3.1172  -6.3633
H  0.1581  -4.1176  -6.7281
C  -0.3271  -2.0329  -6.8762
H  -1.0960  -2.1584  -7.6395
C  -0.0346  -0.7529  -6.4432
H  -0.5535  0.1290  -6.8355
C  0.3046  2.3745  -5.4994
C  0.6330  3.0426  -6.7206
H  1.5497  2.7088  -7.2244
C  -0.2080  4.0129  -7.2235
H  0.0516  4.4650  -8.1786
C  -1.3478  4.3694  -6.4948
H  -1.9938  5.1394  -6.9001
C  -1.6615  3.7540  -5.2767
H  -2.5630  4.0631  -4.7206
C  -0.8493  2.7339  -4.7597
H  -1.0630  2.2585  -3.7957
Mn  0.0838  0.1197  -0.2451
C  -1.3976  -1.1621  -0.5850
C  -1.8523  -1.4199  -1.8227
H  -1.7956  -1.6096  0.3522
C  -1.1462  -0.7507  -2.9626
O  -2.1380  -0.0218  -3.7518
H  -1.8190  0.4295  -4.5355
C  -0.1674  0.1005  -2.2793
H  -0.6481  -1.4694  -3.6625
C  0.6603  0.9040  -1.6860
Cl  1.9967  1.3801  0.5974
P  -1.2736  2.0349  0.1334
P  1.5456  -1.7337  0.0276
C  -0.7710  2.9596  1.6101
H  0.2898  3.2167  1.5258
H  -0.9224  2.3030  2.4736
H  -1.3953  3.8558  1.6680
C  -1.4975  3.3087  -1.1530
H  -2.2173  2.9546  -1.9027
H  -0.5424  3.5277  -1.6478
H  -1.8805  4.2119  -0.6599
C  -2.9517  1.4413  0.4831
H  -2.8685  0.6712  1.2601
H  -3.3690  1.0052  -0.4337
H  -3.5382  2.3008  0.8273
C  2.2831  -1.7339  1.6894
H  1.5586  -2.1962  2.3706
H  2.4722  -0.6973  1.9911
H  3.2165  -2.3047  1.6428
C  0.7242  -3.3505  -0.0782
H  0.2749  -3.4615  -1.0744
H  -0.0582  -3.3577  0.6944
H  1.4784  -4.1265  0.1055
C  2.9594  -1.8436  -1.1222
H  3.4298  -0.8575  -1.2386
H  2.6218  -2.2061  -2.1035
H  3.6782  -2.5541  -0.6892
P  -3.2201  -2.5271  -2.1850
C  -3.7130  -3.4575  -0.7241
C  -2.6503  -3.6630  -3.4805
H  -3.9693  -2.7643  0.0968
H  -2.8922  -4.1218  -0.3977
H  -4.5990  -4.0740  -0.9699
H  -2.3064  -3.0847  -4.3564
H  -3.4758  -4.3344  -3.7769
H  -1.8127  -4.2643  -3.0852
C  -4.6112  -1.5634  -2.8151
H  -4.9640  -0.8850  -2.0197
H  -5.4293  -2.2333  -3.1330
H  -4.2419  -0.9663  -3.6655
H  1.4509  1.4068  -2.2754
Cl  0.2683  0.2075  8.6455
C  -0.0059  -0.1732  6.9960
C  -0.8133  -1.2709  6.6596
C  -1.0520  -1.5665  5.3174
C  -0.5093  -0.7648  4.3143
C  0.3239  0.3186  4.6505
C  0.5712  0.6209  5.9914
C  -0.8292  -1.0730  2.8686
O  -1.1953  -2.2234  2.5323
O  -0.6410  -0.0496  2.1283
H  -1.2483  -1.8814  7.4435
H  -1.6525  -2.4252  5.0273
H  0.7805  0.9191  3.8641
H  1.1997  1.4631  6.2671

***

A structure of composition C39H50ClN7O5SV in a non-equilibrium geometry, computed with ωB97M-V/def2-TZVPD.

The expectation value of S² is 0.78. As for the spin multiplicity: 2. The value obtained for the HOMO-LUMO gap (alpha / beta) is 6.99 / 6.16 eV. For the LUMO energy (alpha / beta), the calculation gives 0.360 / 0.361 eV. The molar mass is 815.34 g/mol. The charge is 0. The relative energy (zero: lowest compared OMol25 entry of this formula, charge and spin) is 0.0 kcal per mole. The maximum force comes out at 1.2 eV/A.

Geometry (Å):
V  -0.0971  0.4780  -1.5226
C  2.6115  -0.4457  -1.0822
N  1.5808  -1.2264  -1.7946
C  2.1668  -1.7192  -3.0494
C  1.1187  -2.3107  -0.9338
C  1.9206  -3.3982  -0.6270
C  1.5156  -4.3269  0.3183
C  0.3332  -4.1088  1.0116
C  -0.4772  -3.0279  0.7060
C  -0.1397  -2.1590  -0.3389
N  -0.9399  -1.1199  -0.8205
C  -2.3318  -1.1406  -0.7914
C  -3.1494  -2.2430  -0.4954
C  -4.5317  -2.1462  -0.5107
C  -5.1640  -0.9555  -0.8332
C  -4.3765  0.1288  -1.1933
C  -2.9964  0.0364  -1.1974
N  -2.1832  1.1515  -1.7049
C  -2.5984  1.4855  -3.0842
C  -2.3425  2.3716  -0.8830
H  3.4492  -1.0832  -0.7772
H  2.1877  0.0095  -0.1850
H  2.9921  0.3356  -1.7399
H  3.1185  -2.2300  -2.8704
H  2.3648  -0.8775  -3.7117
H  1.4885  -2.4148  -3.5370
H  2.8845  -3.5060  -1.1101
H  2.1512  -5.1655  0.5639
H  0.0566  -4.7674  1.8250
H  -1.3697  -2.8299  1.2821
H  -2.6957  -3.1937  -0.2605
H  -5.1210  -3.0221  -0.2689
H  -6.2423  -0.8765  -0.8298
H  -4.8460  1.0570  -1.4949
H  -3.6111  1.8981  -3.0974
H  -2.5775  0.5882  -3.6946
H  -1.9067  2.2248  -3.4885
H  -3.3486  2.7832  -1.0123
H  -1.6036  3.1077  -1.2008
H  -2.1777  2.1236  0.1592
O  3.8653  3.3791  -4.3911
C  3.2818  2.5794  -5.2732
O  3.6638  2.4798  -6.4100
C  2.1080  1.8079  -4.7757
C  1.3541  0.9187  -5.5085
Cl  1.5183  0.3779  -7.1091
N  0.3764  0.4169  -4.6992
N  0.5110  0.9113  -3.4475
C  1.5339  1.7606  -3.4881
C  1.8011  2.4910  -2.2185
O  2.7619  3.2566  -2.1327
O  0.9568  2.2102  -1.2841
C  -0.7403  -0.4205  -5.0248
C  -1.5035  -0.1232  -6.1458
C  -2.6458  -0.8657  -6.3982
C  -3.0366  -1.8734  -5.5259
C  -2.2749  -2.1468  -4.4003
C  -1.1140  -1.4275  -4.1506
H  3.4249  3.3404  -3.4938
H  -1.2232  0.6926  -6.7954
H  -3.2431  -0.6370  -7.2706
H  -3.9412  -2.4347  -5.7167
H  -2.5809  -2.9114  -3.6990
H  -0.5468  -1.6205  -3.2536
N  -0.6971  1.0146  1.5746
C  -1.1145  1.6151  2.4717
N  -1.5816  2.3353  3.4761
C  -1.4142  1.8984  4.8642
C  -1.0930  3.1031  5.7352
C  -2.1451  4.1952  5.5542
C  -2.2754  4.5855  4.0840
C  -2.5948  3.3649  3.2360
H  -0.6305  1.1457  4.8974
H  -2.3459  1.4249  5.2013
H  -0.1092  3.4884  5.4525
H  -1.0351  2.7879  6.7785
H  -1.8950  5.0676  6.1585
H  -3.1110  3.8256  5.9165
H  -1.3334  5.0162  3.7342
H  -3.0531  5.3386  3.9466
H  -2.6080  3.5935  2.1716
H  -3.5792  2.9603  3.5056
C  0.7050  -2.5693  5.3949
C  1.4809  -1.2754  5.1900
C  1.1725  -0.6129  3.8493
S  2.2037  -1.2255  2.4944
O  2.6075  -2.6228  2.8763
C  3.6759  -0.1663  2.7963
C  4.9503  -0.9949  2.8850
C  5.3795  -1.5591  1.5377
H  0.9536  -3.0297  6.3516
H  0.9372  -3.2790  4.6027
H  -0.3715  -2.3806  5.3862
H  2.5527  -1.4736  5.2655
H  1.2366  -0.5657  5.9866
H  1.3281  0.4677  3.8676
H  0.1427  -0.7906  3.5350
H  3.5064  0.4211  3.6984
H  3.7279  0.5229  1.9497
H  4.7998  -1.8092  3.5945
H  5.7343  -0.3491  3.2889
H  4.6228  -2.2403  1.1446
H  6.3119  -2.1175  1.6224
H  5.5390  -0.7579  0.8115

***

A structure of composition C39H50ClN7O6S2Sc, computed with ωB97M-V/def2-TZVPD.

The value obtained for the HOMO-LUMO gap is 6.61 eV. For the LUMO energy, the calculation gives -2.993 eV. The molar mass is 857.41 g/mol. The charge is +1. The relative energy (zero: lowest compared OMol25 entry of this formula, charge and spin) is 42.0 kcal per mole. The maximum force comes out at 0.8 eV/A.

Geometry (Å):
Sc  0.8627  1.0294  -0.7498
N  1.1292  -2.1245  -4.2884
C  1.1839  -0.9360  -3.5913
S  2.6170  -0.6217  -2.6342
N  0.1365  -0.1748  -3.6704
N  0.3236  1.0183  -2.9570
C  0.2080  2.0695  -3.6735
C  0.5663  3.4041  -3.2145
C  0.1267  4.5263  -3.9234
C  0.5295  5.7985  -3.5707
C  1.4159  5.9498  -2.5022
C  1.8810  4.8502  -1.8058
C  1.4672  3.5568  -2.1464
O  1.9389  2.5097  -1.4833
H  2.0274  -2.5102  -4.5275
H  0.4477  -2.1418  -5.0327
H  -0.1004  1.9420  -4.7099
H  -0.5444  4.3821  -4.7642
H  0.1827  6.6603  -4.1249
H  1.7445  6.9421  -2.2145
H  2.5676  4.9600  -0.9735
N  -3.8591  -1.5955  2.0245
C  -2.4711  -1.9084  1.4533
C  -2.3751  -1.3499  0.0513
C  -2.6057  0.1672  -0.0077
N  -1.7132  0.6950  -1.0448
C  -2.3139  0.8837  1.3281
C  -1.2243  0.2321  2.1879
N  0.0811  0.5515  1.5867
C  -1.3906  -1.3040  2.3374
H  -4.5962  -1.9727  1.4287
H  -3.9777  -0.5807  2.0706
H  -3.9698  -1.9742  2.9643
H  -2.4069  -2.9953  1.4559
H  -3.0321  -1.8786  -0.6485
H  -1.3448  -1.5112  -0.2580
H  -3.6524  0.3647  -0.2653
H  -1.8938  1.6865  -1.1692
H  -1.8895  0.2382  -1.9365
H  -3.2339  1.0442  1.9076
H  -1.9802  1.8928  1.0937
H  -1.2901  0.6704  3.1861
H  0.8176  0.0073  2.0205
H  0.3052  1.5301  1.8193
H  -1.5447  -1.5836  3.3847
H  -0.4610  -1.7772  2.0154
O  0.7822  -1.2925  -0.2703
S  1.2943  -2.5581  -0.9730
C  0.2870  -3.8599  -0.1727
C  0.5816  -5.2033  -0.7858
C  1.0525  -6.2562  -0.0081
C  1.3234  -7.4919  -0.5825
C  1.1301  -7.6839  -1.9430
C  0.6634  -6.6360  -2.7279
C  0.3894  -5.4041  -2.1531
C  2.8948  -3.0443  -0.2489
C  2.9715  -3.1047  1.2520
C  2.7228  -1.9729  2.0295
C  2.8198  -2.0339  3.4135
C  3.1811  -3.2212  4.0395
C  3.4532  -4.3444  3.2710
C  3.3495  -4.2844  1.8864
H  -0.7315  -3.5480  -0.4078
H  0.4414  -3.8412  0.9066
H  1.1995  -6.1108  1.0564
H  1.6839  -8.3053  0.0349
H  1.3388  -8.6472  -2.3903
H  0.5119  -6.7808  -3.7902
H  0.0453  -4.5810  -2.7720
H  3.6143  -2.3480  -0.6744
H  3.0617  -4.0250  -0.7033
H  2.4792  -1.0450  1.5313
H  2.6356  -1.1455  4.0082
H  3.2689  -3.2648  5.1177
H  3.7543  -5.2683  3.7490
H  3.5683  -5.1633  1.2895
C  4.7008  0.9880  1.6742
C  3.8289  1.1410  0.4667
N  4.3717  1.5924  -0.6496
O  2.6126  0.8558  0.5438
H  5.7578  0.9514  1.4150
H  4.4233  0.0823  2.2110
H  4.5252  1.8414  2.3328
H  5.3482  1.8198  -0.6978
H  3.7589  1.7998  -1.4335
C  -3.9022  4.1720  3.1563
C  -4.0582  3.8263  1.7009
C  -5.1268  3.0740  1.2392
C  -5.2467  2.7689  -0.1103
Cl  -6.5587  1.7529  -0.6479
C  -4.3304  3.2477  -1.0234
C  -3.2409  3.9894  -0.5747
C  -3.0930  4.2537  0.7793
O  -2.0472  4.9265  1.3240
C  -0.8000  4.9879  0.6236
C  -0.0937  3.6378  0.7618
O  0.5451  3.4106  1.7896
O  -0.2867  2.7903  -0.1865
H  -4.7327  3.7771  3.7406
H  -3.8632  5.2539  3.2916
H  -2.9639  3.7786  3.5535
H  -5.8790  2.7244  1.9373
H  -4.4543  3.0408  -2.0793
H  -2.5079  4.3408  -1.2891
H  -0.2203  5.7320  1.1584
H  -0.9238  5.2863  -0.4176

***

A structure of composition C39H50CsN5O2S5Si3 in a non-equilibrium geometry, computed with ωB97M-V/def2-TZVPD.

The value obtained for the HOMO-LUMO gap is 4.24 eV. For the LUMO energy, the calculation gives 2.905 eV. The molar mass is 998.36 g/mol. The charge is -2. The maximum force comes out at 2.9 eV/A.

Geometry (Å):
Cs  -0.0024  -1.1239  0.0251
C  -5.3020  -2.4747  -3.5260
C  -3.8734  -2.0578  -3.8798
S  -3.2050  -0.5896  -3.0830
C  -3.0584  -1.1904  -1.3791
C  -4.2865  -1.1368  -0.4787
S  -5.1203  0.4647  -0.3029
C  -6.0740  0.6712  -1.8317
C  -6.9484  -0.5275  -2.2318
S  -6.6162  -1.2675  -3.8558
H  -5.3687  -2.7913  -2.4861
H  -5.5538  -3.3557  -4.1206
H  -3.8068  -1.8585  -4.9513
H  -3.2043  -2.8965  -3.6678
H  -2.2730  -0.6003  -0.9082
H  -2.6792  -2.2181  -1.4284
H  -3.9444  -1.4084  0.5227
H  -5.0181  -1.8983  -0.7378
H  -5.4184  0.9293  -2.6493
H  -6.7116  1.5365  -1.6245
H  -7.9942  -0.2201  -2.2753
H  -6.9052  -1.3235  -1.4894
S  2.0418  4.4272  -6.8508
N  2.7261  3.0747  -6.2990
C  1.9622  2.6526  -5.3147
C  2.1863  1.4590  -4.5202
C  3.2628  0.5940  -4.7248
C  3.3757  -0.5200  -3.9258
C  2.4062  -0.7386  -2.9440
N  1.3928  0.0822  -2.7410
C  1.2736  1.1631  -3.5045
C  0.1111  2.0484  -3.2299
N  -0.6958  1.7072  -2.2201
C  -1.7720  2.4457  -2.0023
C  -2.0954  3.5802  -2.7489
C  -1.2509  3.9597  -3.7659
C  -0.1213  3.1796  -4.0189
C  0.8291  3.4918  -5.0720
N  0.7600  4.5303  -5.8768
H  3.9812  0.8122  -5.5054
H  4.1909  -1.2216  -4.0417
H  2.4496  -1.6177  -2.3019
H  -2.4236  2.1240  -1.1904
H  -2.9922  4.1392  -2.5153
H  -1.4398  4.8374  -4.3714
C  4.9418  2.5266  1.8457
Si  3.1079  2.1029  1.5641
C  2.9748  1.8697  -0.3103
C  2.2196  3.7676  1.8076
C  2.4758  0.7446  2.5496
Si  3.3973  -0.7996  2.5761
C  4.8408  -0.8514  3.8172
C  4.2361  -1.1711  0.9089
C  2.3944  -2.3624  2.9682
Si  1.1794  1.0910  3.7079
C  0.4024  -0.3723  4.6128
C  1.5612  2.3114  5.1252
C  -0.3903  1.8184  2.8545
C  -1.0270  3.0146  3.1993
C  -2.2045  3.3894  2.5674
C  -2.7452  2.5460  1.6061
C  -2.0609  1.3729  1.3167
N  -0.9182  1.0221  1.8995
H  5.2588  3.3645  1.2108
H  5.6008  1.6719  1.6355
H  5.0967  2.8066  2.8952
H  3.3969  2.7298  -0.8507
H  1.9213  1.7716  -0.5941
H  3.4876  0.9646  -0.6519
H  2.7551  4.5260  1.2215
H  2.2003  4.1034  2.8492
H  1.1824  3.7346  1.4511
H  5.5494  -0.0359  3.6262
H  5.3846  -1.8048  3.7780
H  4.4553  -0.7205  4.8367
H  4.8890  -0.3614  0.5517
H  3.4866  -1.3689  0.1325
H  4.8421  -2.0793  1.0090
H  2.3674  -2.5933  4.0373
H  2.8320  -3.2258  2.4541
H  1.3452  -2.2776  2.6641
H  1.1105  -0.9029  5.2609
H  -0.0337  -1.0930  3.9173
H  -0.4059  0.0232  5.2414
H  2.3878  1.8907  5.7120
H  0.7110  2.4690  5.8019
H  1.8966  3.2866  4.7551
H  -0.5832  3.6518  3.9567
H  -2.6947  4.3227  2.8228
H  -3.6699  2.7747  1.0893
H  -2.4560  0.6799  0.5715
O  -2.9834  -3.7838  0.5142
C  -1.9047  -3.4432  1.0410
O  -1.6039  -2.2703  1.4258
C  -0.8345  -4.5033  1.2683
C  -0.8080  -5.1171  2.5168
C  0.1219  -6.1000  2.8305
C  1.0487  -6.4664  1.8611
C  1.0348  -5.8522  0.6187
C  0.1087  -4.8515  0.2743
S  0.1778  -4.0996  -1.3231
H  -1.5346  -4.7996  3.2588
H  0.1281  -6.5568  3.8147
H  1.7933  -7.2272  2.0776
H  1.7625  -6.1316  -0.1348

***

Question: Number 3 is which compound?
Answer: C39H50ClN7O6S2Sc

***

Question: What is the molar mass in the second record?
Answer: 815.34 g/mol

***

Question: Number 1 is which compound?
Answer: C39H50Cl2MnO3P4

***

Question: Which value of maximum force does entry 3 give?
Answer: 0.8 eV/A